(1)
18
Properties=species:S:1:pos:R:3:forces:R:3 method="wB97M-V/def2-TZVPD" homo_ha=-0.3139 largest_force_ev_per_a=3.2 e_tot_ha=-381.16703 gap_ev=9.54 relative_energy_kcal_mol=74.3 lumo_energy_ev=1.00
O 0.6006 -1.9352 -0.6970 -0.940 0.299 -1.096
N -1.3715 0.3999 1.7409 -0.212 -0.128 0.051
N -0.3489 2.4900 1.3328 0.096 0.074 0.058
C -0.3703 1.1097 1.3962 -0.607 -0.160 -1.105
C -0.4198 -1.4450 -2.7787 -0.415 0.279 0.050
C 0.0349 -1.1061 -1.3946 2.045 0.508 2.371
C 1.1078 -0.8576 1.1549 -0.213 1.829 -0.093
C 0.8112 0.4489 0.7835 1.096 -0.962 2.158
H -1.5096 -1.3704 -2.8200 0.026 0.027 -0.021
H -0.1151 -2.4475 -3.0919 0.022 0.160 0.257
H -0.0315 -0.7041 -3.4742 0.024 0.094 -0.052
H 1.6586 1.1105 0.6182 -0.044 -0.091 -0.479
H -1.0902 2.9996 1.7864 0.125 -0.077 0.051
H 2.1251 -1.2173 1.1333 -0.071 -0.163 -0.242
H -2.1850 0.9533 2.0020 0.157 0.073 0.197
H 0.5417 2.9569 1.2832 -0.091 -0.037 0.020
H 0.3614 -1.4225 1.6889 -0.031 -0.141 -0.014
H 0.2005 0.0369 -0.6641 -0.966 -1.586 -2.110

(2)
9
Properties=species:S:1:pos:R:3:forces:R:3 method="wB97M-V/def2-TZVPD" homo_ha="-0.2544 / -0.3218" largest_force_ev_per_a=3.7 e_tot_ha=-610.67069 gap_ev="7.19 / 9.46" relative_energy_kcal_mol=75.8 lumo_energy_ev="0.27 / 0.70"
Cl -1.8131 0.4485 0.8912 0.154 0.518 -0.579
N 1.1460 -0.8865 0.8903 -0.906 -0.167 -1.404
N -0.0549 0.7942 -1.1202 -1.824 -0.952 -0.451
C -0.7981 -0.0756 -0.4200 0.587 -2.259 2.873
H -1.0361 -1.1444 -0.5863 0.633 1.177 -0.863
H 0.5782 -1.1559 1.6804 -0.053 0.103 0.550
H 1.3819 0.0954 1.0032 -0.147 0.166 0.331
H 0.0273 1.6659 -0.6206 1.009 0.142 -0.690
H 0.5688 0.2585 -1.7180 0.546 1.273 0.233

(3)
45
Properties=species:S:1:pos:R:3:forces:R:3 method="wB97M-V/def2-TZVPD" homo_ha=-0.7561 largest_force_ev_per_a=2.2 e_tot_ha=-1225.36449 gap_ev=6.42 total_charge=+3 relative_energy_kcal_mol=25.3 lumo_energy_ev=-14.15
In 0.5239 0.2794 -0.4476 -0.831 -0.710 0.791
O 2.1009 1.3623 -3.8325 0.166 0.198 -0.459
O -1.2254 -0.8760 -1.8937 1.504 1.060 0.843
O 0.0265 -0.1694 2.0904 0.153 -0.347 -1.819
O 2.4796 -0.7742 0.9623 -1.066 1.503 -0.850
O 0.0572 2.4625 1.0532 0.771 -1.400 -1.178
O -1.1692 1.9471 -1.5165 1.428 -1.010 0.684
O 0.8068 -2.3308 -0.5502 -0.541 2.167 0.072
C -0.5200 2.2322 2.3117 -0.054 -0.836 1.477
C -1.3358 -2.2658 -1.6140 0.191 -1.312 0.165
C 2.0929 -2.8499 -0.3141 1.234 -0.273 0.912
C -0.5314 3.4517 0.2341 -0.699 0.508 -0.938
C 1.1820 -0.2565 2.9072 1.171 0.033 0.461
C 0.0638 -2.8807 -1.6296 -0.873 -0.341 -0.766
C -0.9568 0.7521 2.4788 -0.879 1.291 -0.007
C 2.1509 -1.2403 2.2587 -0.466 -0.414 1.130
C 3.0651 -1.7108 0.0930 0.112 -1.006 -1.057
C -2.1267 1.2824 -2.3301 -0.500 -0.944 -0.699
C 1.6899 1.1405 -2.8279 -0.426 -0.533 1.285
C -2.4400 -0.1344 -1.8438 -0.644 0.880 -0.078
C -1.6883 2.9082 -0.6168 -0.031 0.978 0.897
H 1.6974 -2.2412 2.2213 0.063 0.262 -0.084
H -1.9524 -2.7350 -2.3939 0.191 0.116 0.126
H -3.1800 -0.5677 -2.5277 0.190 -0.051 0.069
H -1.8160 -2.4426 -0.6415 0.046 0.165 -0.130
H 0.5540 -2.6761 -2.5904 0.041 -0.050 0.169
H -0.0194 -3.9679 -1.5021 -0.013 0.209 0.027
H -3.0515 1.8627 -2.4000 0.173 -0.002 0.030
H -1.2652 0.6044 3.5216 0.112 -0.099 -0.179
H -2.8592 -0.1473 -0.8284 0.065 -0.049 -0.077
H 3.0724 -1.3050 2.8565 -0.199 0.111 -0.138
H 2.4996 -3.3769 -1.1825 -0.086 0.117 0.042
H 3.3502 -1.1297 -0.7933 0.132 -0.137 0.117
H 2.0218 -3.5564 0.5282 -0.101 0.033 -0.383
H -2.4822 2.4761 0.0080 0.082 0.034 -0.117
H -1.3848 2.8772 2.5040 0.139 -0.097 -0.136
H -2.0980 3.7575 -1.1818 0.037 -0.251 0.018
H -1.6700 1.2011 -3.3217 -0.188 0.121 0.056
H 1.6649 0.7264 3.0161 -0.149 -0.192 -0.053
H 0.2564 2.4450 3.0599 -0.228 0.162 -0.161
H -1.8094 0.5545 1.8154 0.030 -0.038 0.205
H 0.9037 -0.6147 3.9087 -0.001 -0.012 -0.265
H -0.8984 4.2860 0.8413 0.145 -0.124 -0.045
H 0.2617 3.8040 -0.4317 -0.086 0.095 0.122
H 3.9573 -2.1650 0.5428 -0.118 0.184 -0.081